36
Properties=species:S:1:pos:R:3:mulliken_charge:R:1 method="wB97M-V/def2-TZVPD" mol_weight_g_mol=216.2 relative_energy_kcal_mol=84.37 homo_energy_ha=-0.3842 charge=0 homo_lumo_gap_ha=0.350
H -0.2557 0.3790 -0.6633 0.29
H 0.3458 0.4334 0.7315 0.29
H 0.3757 1.8013 2.7255 0.32
H 1.1561 1.0572 3.7966 0.32
H -3.2306 3.3128 0.7335 0.31
H -2.2702 4.4640 0.9835 0.32
H -3.3956 -0.2559 0.6392 0.29
H -2.3568 -1.3225 0.9446 0.31
H 3.3524 1.0410 -4.6858 0.30
H 2.3365 0.8918 -3.5652 0.29
H -0.0506 2.8293 4.5655 0.39
H 0.9681 3.6568 3.7991 0.28
H -1.4526 -3.7101 -0.4110 0.30
H -1.3526 -5.2117 -0.6232 0.31
H 0.4000 -2.3116 2.4276 0.27
H 0.6813 -3.5445 1.5845 0.31
H -0.9393 -0.4148 -5.2113 0.31
H -1.8349 0.4889 -4.3799 0.30
H -3.8529 -0.6652 -2.0528 0.32
H -2.5973 -0.9118 -2.8729 0.30
H 4.5044 -0.2024 3.6801 0.33
H 3.0162 -0.4561 3.5047 0.29
H 4.3091 -1.0012 -2.8728 0.33
H 4.0856 -0.1315 -1.6466 0.29
O -0.4558 0.6469 0.2407 -0.58
O 0.2645 1.1758 3.4503 -0.70
O -2.8561 4.0950 0.3130 -0.63
O -3.3087 -1.1848 0.8813 -0.60
O 3.0199 0.4064 -4.0410 -0.59
O 0.2165 3.7398 4.3968 -0.62
O -1.9321 -4.4585 -0.7838 -0.62
O -0.0135 -2.9108 1.7959 -0.57
O -1.8487 -0.1035 -5.1400 -0.62
O -3.5349 -0.7071 -2.9617 -0.60
O 3.8772 -0.7133 3.1561 -0.62
O 4.6297 -0.2024 -2.4390 -0.62